C7H12 | wB97M-V/def2-TZVPD

CARTESIAN COORDINATES (ANGSTROEM)
C1 -1.8640 0.1604 0.6062
C2 -1.2031 -0.5200 -0.5723
C3 0.0033 0.0125 -1.3042
C4 0.7418 1.1824 -0.6713
C5 1.3341 0.6538 0.6615
C6 1.0540 -0.8704 0.7283
C7 0.1306 -1.2036 -0.4299
H1 -2.6105 0.9008 0.2989
H2 -2.3719 -0.5976 1.2135
H3 -1.1457 0.6642 1.2587
H4 -1.9140 -1.0486 -1.2068
H5 0.0993 -0.1490 -2.3727
H6 1.5255 1.5469 -1.3436
H7 0.0710 2.0335 -0.4946
H8 2.4090 0.8553 0.7114
H9 0.8862 1.1691 1.5173
H10 0.6488 -1.1702 1.7023
H11 1.9827 -1.4325 0.5808
H12 0.2229 -2.1871 -0.8836

Cartesian forces (eV/Å) of the 6 atoms listed first:
0.032 0.039 0.031
-0.105 -0.078 0.027
0.083 0.039 -0.129
-0.011 0.002 -0.031
0.029 0.056 0.101
0.021 -0.045 0.049

Its total energy is -273.89051 hartree. As for the SMILES: C[C@H]1[C@H]2CCC[C@@H]12. The charge is 0. As for the frontier orbital gap: 10.8 eV.

***

C27H39F7O24S3 | wB97M-V/def2-TZVPD

CARTESIAN COORDINATES (ANGSTROEM)
C1 -2.9412 -1.1822 4.9382
C2 -3.6355 -1.5149 3.6500
O1 -4.3259 -0.3344 3.2833
C3 -4.3876 0.5055 4.3391
O2 -4.9929 1.4919 4.4545
O3 -3.6503 0.0136 5.4106
F1 -4.5335 -2.5440 3.8512
H1 -1.8704 -1.0338 4.8242
H2 -3.0138 -1.9349 5.6887
H3 -2.8820 -1.7605 2.8249
C4 2.4874 4.4552 -2.6008
C5 1.5970 3.3315 -2.9955
O4 1.7251 2.4096 -1.9642
C6 2.7306 2.7458 -1.1308
O5 2.9894 2.1655 -0.1552
O6 3.3335 3.8680 -1.5567
F2 2.0553 2.7878 -4.1841
H4 1.9548 5.2960 -2.1696
H5 3.0749 4.8004 -3.4850
H6 0.5055 3.4857 -3.1680
C7 3.2725 -0.5954 4.1322
C8 2.3307 -1.6203 4.6695
O7 2.0146 -2.4025 3.5105
C9 2.4633 -1.7901 2.4050
O8 2.3733 -2.1866 1.2951
O9 2.9883 -0.6142 2.7495
F3 1.2094 -1.1095 5.2704
H7 4.3244 -0.8802 4.3570
H8 3.0222 0.3918 4.4602
H9 2.7486 -2.2810 5.4211
C10 -2.7752 2.9823 0.4059
C11 -2.6845 3.5101 -1.0142
O10 -1.3538 3.7573 -1.1862
C12 -0.8135 4.0084 0.0471
O11 0.3194 4.2591 0.1617
O12 -1.6988 3.7629 1.0320
F4 -3.4715 4.6364 -1.1608
H10 -2.5915 1.8790 0.4591
H11 -3.6994 3.3257 0.9222
H12 -3.0177 2.8419 -1.7963
C13 1.4509 -3.2741 -2.5893
C14 1.9780 -4.1895 -3.6959
O13 2.8293 -3.3934 -4.4470
C15 2.5184 -2.1106 -4.2238
O14 2.9610 -1.1055 -4.6897
O15 1.5920 -1.9691 -3.1867
F5 0.8975 -4.4793 -4.4962
H13 1.9036 -3.3000 -1.6274
H14 0.3521 -3.5362 -2.3660
H15 2.4703 -5.1202 -3.4864
C16 0.2287 0.6162 -6.0044
C17 -0.3043 2.0185 -5.8086
O16 -0.8394 1.9918 -4.5468
C18 -1.0368 0.7043 -4.1314
O17 -1.6882 0.4479 -3.1501
O18 -0.5013 -0.1275 -5.0058
F6 -1.3622 2.1333 -6.6909
H16 1.3006 0.5532 -5.8537
H17 -0.0388 0.2378 -6.9596
H18 0.4491 2.8075 -5.9423
C19 -4.4120 -1.3091 -2.1915
C20 -3.8602 -1.7066 -0.8266
O19 -2.8098 -2.4970 -1.0777
C21 -2.7403 -2.6776 -2.4588
O20 -1.8449 -3.2900 -2.9854
O21 -3.7011 -2.0560 -3.1366
F7 -4.8751 -2.4675 -0.2060
H19 -4.0308 -0.2719 -2.3738
H20 -5.4814 -1.4577 -2.3198
H21 -3.5729 -0.9393 -0.1551
C22 -1.7704 -5.7522 2.0043
S1 -1.5875 -4.0069 1.5549
O22 -1.2498 -3.2777 2.8566
C23 -0.1259 -4.1331 0.4601
H22 -0.7606 -6.1138 2.2146
H23 -2.0840 -6.3333 1.1255
H24 -2.5147 -5.6910 2.7631
H25 -0.3035 -4.6702 -0.4667
H26 0.6877 -4.4852 1.0624
H27 0.0488 -3.0828 0.1994
C24 5.0714 2.7662 2.2633
S2 3.4835 2.8417 3.1218
O23 3.6722 2.5845 4.6144
C25 3.1825 4.6434 3.0101
H28 5.3509 1.6893 2.2872
H29 5.8094 3.3233 2.8694
H30 4.9778 3.1503 1.2569
H31 3.9188 5.1573 3.6105
H32 2.2331 4.8554 3.4551
H33 3.2650 4.9632 1.9541
C26 0.2540 0.6679 2.1299
S3 -0.4325 -0.7866 1.1235
O24 -1.9404 -0.5360 1.1812
C27 0.0624 -0.0993 -0.5070
H34 0.4551 0.3298 3.1397
H35 -0.3696 1.5706 2.2988
H36 1.1691 1.0710 1.6206
H37 1.1212 -0.1103 -0.6864
H38 -0.1966 0.9555 -0.5610
H39 -0.4402 -0.6505 -1.3180

Cartesian forces (eV/Å) of the 6 atoms listed first:
-0.254 1.162 0.585
1.450 -0.463 -1.501
0.005 -0.184 0.236
1.400 -2.064 1.917
-1.261 1.961 -0.700
0.523 -0.799 -1.550

Its total energy is -4751.62980 hartree. The charge is 0. As for the frontier orbital gap: 9.2 eV.

***

C44H47N4RuSSb2 | wB97M-V/def2-TZVPD

CARTESIAN COORDINATES (ANGSTROEM)
Ru1 0.8335 -0.2657 0.8281
C1 5.2826 -0.9292 0.0330
C2 5.5811 0.3349 0.5622
C3 4.7166 0.9322 1.4262
C4 3.4585 0.2690 1.8537
N1 3.1553 -0.9440 1.1404
C5 4.0215 -1.4849 0.3410
C6 1.6384 0.4169 3.3699
C7 1.1781 1.0876 4.5904
C8 -0.0310 0.8214 5.1588
C9 -0.9729 0.0051 4.5119
C10 -0.6223 -0.5090 3.2730
N2 0.6205 -0.4388 2.8183
C11 -1.6439 -0.9652 2.2829
C12 -2.9308 -1.3218 2.6311
C13 -3.8462 -1.6050 1.6309
C14 -3.4532 -1.5224 0.3077
C15 -2.1448 -1.1786 0.0274
N3 -1.2547 -0.9093 0.9922
H1 5.9602 -1.4451 -0.6351
H2 6.5002 0.8410 0.2837
H3 4.9663 1.9016 1.8211
H4 3.7173 -2.4180 -0.1327
H5 1.8483 1.7593 5.1007
H6 -0.2887 1.2849 6.1041
H7 -1.9716 -0.1181 4.9121
H8 -3.2201 -1.3874 3.6724
H9 -4.8593 -1.8884 1.8870
H10 -4.1403 -1.7316 -0.5017
H11 -1.7807 -1.1562 -0.9905
C16 -3.5144 2.9644 -3.9673
C17 -3.7963 2.7145 -2.4787
C18 -5.1297 3.3704 -2.0901
C19 -3.9215 1.2061 -2.2550
C20 -2.6503 3.3059 -1.6490
C21 -2.4365 4.7059 -1.6202
C22 -1.4117 5.2871 -0.9015
C23 -0.5563 4.4434 -0.1851
S1 0.8096 4.8258 0.8118
C24 1.0479 3.1437 1.1158
N4 0.1980 2.3490 0.5345
C25 -0.7362 3.0683 -0.2084
C26 -1.7896 2.5022 -0.9338
C27 2.1058 2.5517 1.9614
C28 2.8786 3.1918 2.8456
C29 3.7728 2.5342 3.8300
C30 3.9114 1.2305 4.1082
C31 3.2051 0.0727 3.4172
C32 2.1088 1.0741 1.8999
H12 -4.3211 2.5479 -4.5792
H13 -2.5751 2.4931 -4.2721
H14 -3.4450 4.0323 -4.1892
H15 -5.9560 2.8550 -2.5895
H16 -5.1740 4.4199 -2.3890
H17 -5.2963 3.3160 -1.0105
H18 -4.7530 0.8176 -2.8491
H19 -4.1219 0.9725 -1.2007
H20 -3.0138 0.6725 -2.5699
H21 -3.0995 5.3544 -2.1839
H22 -1.2774 6.3644 -0.8970
H23 -1.9120 1.4264 -0.9082
H24 2.8334 4.2777 2.8876
H25 4.3792 3.2117 4.4218
H26 4.6193 0.9563 4.8821
H27 3.4699 -0.9099 3.8089
C33 2.3741 -4.2962 2.0639
Sb1 0.9411 -3.2403 0.9009
C34 -0.7973 -4.2563 1.5961
C35 1.1209 -4.2944 -0.9637
C36 0.0570 -3.8284 -1.9291
C37 -1.1391 -4.5483 -1.9977
C38 -2.1631 -4.1953 -2.8633
C39 -1.9952 -3.1071 -3.7059
C40 -0.8108 -2.3877 -3.6525
C41 0.2188 -2.7172 -2.7630
C42 1.4695 -1.8637 -2.7660
Sb2 1.1593 0.0007 -1.7522
C43 -0.2401 0.8899 -3.0693
C44 2.8919 1.0397 -2.3988
H28 2.3095 -5.3538 1.7977
H29 2.1306 -4.1729 3.1210
H30 3.3837 -3.9274 1.8804
H31 -0.5798 -5.3252 1.6391
H32 -1.6351 -4.0770 0.9185
H33 -1.0542 -3.9018 2.5958
H34 0.9742 -5.3390 -0.6853
H35 2.1423 -4.1773 -1.3285
H36 -1.2553 -5.4244 -1.3643
H37 -3.0718 -4.7857 -2.9026
H38 -2.7674 -2.8383 -4.4194
H39 -0.6620 -1.5564 -4.3379
H40 1.7518 -1.5670 -3.7769
H41 2.3325 -2.3335 -2.2981
H42 0.2170 0.9055 -4.0598
H43 -0.4428 1.9086 -2.7353
H44 -1.1721 0.3264 -3.1017
H45 2.9440 0.9675 -3.4845
H46 3.7826 0.6051 -1.9507
H47 2.8152 2.0869 -2.1044

Cartesian forces (eV/Å) of the 6 atoms listed first:
0.131 0.489 0.684
0.040 -0.046 -0.031
0.089 -0.102 -0.092
-0.151 -0.027 0.071
-0.201 0.168 0.370
0.024 0.246 0.043

Its total energy is -2896.77246 hartree. As for the spin multiplicity: 6. The charge is +2. As for the frontier orbital gap (alpha / beta): 6.7 / 5.9 eV.